[1]
{"formula": "C50H74F18O30", "method": "wB97M-V/def2-TZVPD", "relative_energy_kj_mol": 136.3, "e_homo_ev": -9.69, "e_lumo_ev": -0.223, "largest_force_ev_per_a": 2.194, "smiles": "CCOC(=O)C(F)(F)F.CCOC(=O)C(F)(F)F.CCOC(=O)C(F)(F)F.CCOC(=O)C(F)(F)F.CCOC(=O)C(F)(F)F.CCOC(=O)C(F)(F)F.C[C@H]1COC(=O)O1.C[C@H]1COC(=O)O1.C[C@H]1COC(=O)O1.C[C@H]1COC(=O)O1.C[C@H]1COC(=O)O1.COCCOCCOC", "species": ["O", "F", "F", "C", "H", "F", "C", "O", "F", "H", "C", "O", "H", "O", "H", "H", "H", "F", "H", "C", "C", "H", "O", "H", "F", "H", "H", "C", "H", "H", "O", "C", "H", "H", "F", "F", "H", "H", "C", "C", "H", "H", "H", "O", "C", "O", "H", "C", "F", "H", "C", "C", "H", "C", "C", "C", "H", "H", "C", "H", "F", "H", "C", "C", "O", "H", "H", "O", "H", "C", "C", "H", "C", "H", "H", "H", "H", "H", "F", "C", "C", "H", "C", "O", "O", "H", "H", "O", "C", "F", "O", "C", "C", "H", "O", "O", "H", "H", "H", "O", "H", "O", "H", "C", "H", "C", "H", "O", "H", "F", "C", "C", "C", "H", "C", "C", "H", "O", "H", "C", "H", "H", "H", "O", "O", "C", "F", "C", "F", "O", "O", "C", "H", "O", "H", "O", "H", "O", "H", "O", "C", "H", "C", "H", "H", "C", "H", "H", "H", "H", "H", "C", "H", "C", "C", "H", "C", "F", "H", "O", "H", "F", "H", "C", "H", "C", "H", "O", "F", "C", "C", "H"], "coordinates": [[-0.085, -0.282, -0.692], [2.584, 6.482, -3.152], [3.732, -6.181, -2.892], [-5.548, 5.680, 1.734], [0.634, -6.371, 0.249], [-9.535, -0.811, 6.207], [5.523, 1.346, 3.886], [1.520, -4.061, 5.396], [2.355, -5.080, -4.132], [3.519, -7.506, -0.748], [-7.586, -0.827, 4.888], [-4.103, 4.076, 4.371], [6.088, -2.782, 1.027], [-7.599, -1.937, 4.439], [-4.917, -0.549, -2.739], [2.369, -1.759, -2.354], [4.358, -7.007, 2.118], [1.627, -6.779, 6.129], [-2.530, -0.925, -6.815], [-6.265, 0.050, 3.118], [5.155, -9.839, -0.142], [3.456, 2.100, -2.083], [-3.702, 2.827, -6.619], [4.605, -3.050, 0.184], [-8.169, 0.806, 6.526], [-1.577, 6.914, -4.951], [2.985, 2.141, 4.063], [0.360, 6.723, 5.629], [-1.368, -5.563, -1.018], [6.000, -5.029, 0.385], [-0.131, 6.049, 4.592], [1.262, -4.954, 4.653], [5.327, -9.524, -1.172], [-6.045, -0.525, -4.144], [-1.035, 2.065, 1.101], [-1.299, 5.128, -0.430], [1.566, 4.002, 5.736], [0.932, -1.143, -2.958], [3.059, 4.270, -3.773], [-1.321, 5.382, -2.778], [-3.949, 2.697, -2.546], [5.581, 2.368, 3.509], [-1.568, 0.382, -7.576], [0.594, -4.775, 3.510], [-3.921, 2.343, -5.544], [-3.154, 2.512, -4.453], [-4.762, 1.582, 3.022], [2.813, -5.213, -2.889], [4.616, 6.047, -3.728], [-5.906, 1.767, -3.373], [-0.627, 4.787, -1.524], [0.658, 4.514, 6.063], [0.170, 6.827, -5.245], [3.362, 1.002, 1.248], [-3.741, 1.939, -3.306], [0.952, -1.286, -0.886], [-6.860, -0.507, 2.394], [0.859, -4.886, 0.983], [-0.755, -0.151, -5.657], [-1.222, -0.344, -4.691], [-2.109, 1.295, -0.655], [0.145, 1.733, -6.556], [-0.294, 4.644, 4.860], [0.209, -1.914, -6.787], [2.005, 3.737, -3.957], [0.246, 3.939, 6.891], [3.372, 1.725, -3.846], [3.978, -5.327, 0.901], [2.172, 0.009, -2.184], [5.320, 1.577, -3.013], [2.940, 1.222, 3.477], [-3.067, 1.257, -2.785], [-5.089, -0.186, -3.753], [5.256, -7.316, -0.462], [-0.034, 4.362, -5.648], [5.947, 1.810, -2.154], [1.077, 3.953, 3.344], [0.461, -2.258, -0.952], [-0.519, 3.460, -1.611], [1.745, -6.394, 4.866], [-1.636, 1.014, 0.562], [1.543, -1.219, 0.026], [-0.693, -0.203, 0.472], [4.109, 3.605, -3.279], [0.915, 5.845, 6.485], [5.650, -5.171, 2.120], [-6.439, 5.178, 1.345], [-0.402, 5.763, -3.620], [1.660, -0.946, -2.168], [3.025, -6.488, 4.530], [-0.755, -1.493, -7.597], [-4.323, 4.618, 3.335], [-1.534, -0.498, -6.936], [5.811, 1.682, -3.980], [0.344, 7.902, 5.797], [1.347, -6.874, -1.957], [5.623, 1.298, 4.969], [-5.625, 6.745, 1.514], [-1.366, 4.631, 5.075], [-5.388, 5.444, 3.112], [-3.637, 5.989, 0.878], [3.204, 1.012, 0.064], [0.750, -2.706, 3.444], [1.732, -5.743, -1.934], [2.819, -6.957, 1.362], [-4.498, 4.235, -0.080], [-0.221, 2.799, 3.808], [-0.510, -0.919, 1.416], [5.210, 0.494, -2.883], [-2.676, 0.721, 1.359], [3.140, -2.508, 2.139], [-4.281, 5.139, 1.118], [-5.014, 1.326, -3.820], [-5.416, -0.608, 3.323], [-8.225, -0.502, 6.244], [3.947, 2.203, -3.053], [-6.460, 2.173, 2.611], [-2.522, 5.455, -2.878], [-0.547, 4.141, 2.742], [5.269, -4.793, 1.170], [-1.151, -3.929, -0.340], [-0.073, -3.426, 2.144], [6.417, 0.821, 3.541], [-5.063, 1.710, -5.213], [0.931, -2.851, -6.980], [5.123, -3.285, 1.119], [3.090, 6.080, -5.260], [-0.178, 1.244, -5.637], [0.608, 5.274, -1.344], [4.512, 0.668, 1.842], [0.381, -1.081, -5.752], [4.336, 0.645, 3.254], [-1.931, -4.222, 3.500], [-3.721, 4.373, 2.165], [4.339, -0.402, 3.566], [1.295, -4.854, -1.044], [4.653, -10.796, -0.016], [2.421, 1.316, 2.157], [-1.816, 4.561, -5.478], [-6.952, 0.204, 4.372], [-0.957, -4.989, -0.184], [-3.600, 3.688, -0.367], [-0.882, 5.031, -5.786], [-4.811, 4.831, -0.940], [-1.758, -2.434, 3.731], [0.512, -5.307, 0.036], [-5.284, 3.501, 0.111], [-0.793, 1.922, -5.048], [0.790, 1.117, -5.140], [-1.582, -5.367, 0.629], [2.799, -2.032, 3.059], [0.026, 3.845, 3.619], [-0.951, 5.260, -6.849], [0.027, -3.493, 3.229], [-1.317, -3.415, 3.901], [2.983, -1.715, 1.396], [-5.739, 1.355, 2.601], [-7.638, -1.160, 7.233], [-1.220, -3.635, 4.965], [4.382, -8.873, 0.548], [-5.549, 1.226, 1.530], [0.995, -7.208, 4.121], [-4.269, -0.592, -4.352], [4.301, -7.568, 0.013], [2.366, 0.495, 4.053], [3.328, 5.760, -3.984], [2.496, -3.334, 1.832], [4.503, -2.815, 2.300], [3.308, -4.057, -2.454], [3.867, -6.695, 1.191], [-0.704, 6.262, -4.927], [6.118, -9.927, 0.374]]}

---

[2]
{"formula": "C50H78Br2NO24S5", "method": "wB97M-V/def2-TZVPD", "e_homo_ev": -12.04, "charge": 1, "e_lumo_ev": -5.444, "largest_force_ev_per_a": 5.923, "species": ["H", "C", "H", "H", "H", "C", "H", "C", "H", "H", "C", "H", "H", "O", "C", "C", "H", "Br", "C", "H", "C", "C", "O", "H", "H", "H", "H", "H", "H", "H", "H", "C", "H", "S", "C", "H", "Br", "C", "C", "H", "H", "H", "C", "O", "C", "H", "H", "H", "H", "H", "H", "C", "O", "C", "O", "H", "H", "H", "C", "O", "O", "H", "H", "H", "C", "O", "H", "N", "O", "H", "H", "H", "H", "C", "O", "H", "O", "H", "O", "H", "C", "O", "H", "C", "H", "H", "H", "H", "H", "C", "H", "C", "C", "C", "O", "C", "C", "H", "C", "C", "H", "H", "H", "H", "H", "H", "H", "H", "O", "C", "H", "S", "S", "H", "C", "C", "C", "O", "C", "C", "O", "H", "O", "C", "H", "C", "S", "H", "H", "C", "O", "H", "C", "C", "O", "H", "C", "C", "S", "H", "C", "C", "H", "O", "H", "H", "C", "C", "H", "C", "C", "H", "H", "O", "H", "H", "C", "H", "O", "O"], "coordinates": [[-1.110, -8.422, 3.833], [0.351, 4.553, 7.370], [6.156, 1.607, -3.272], [-3.180, -0.396, 1.111], [-2.117, 3.963, -3.273], [-0.123, -0.029, -4.606], [-4.666, 4.387, -4.247], [4.241, -3.401, 1.658], [0.501, 0.139, 2.733], [0.073, 0.156, -3.549], [-2.901, -2.005, 4.453], [0.633, 0.585, -5.094], [-0.822, -2.597, 4.639], [-1.785, -1.669, -0.719], [6.145, 0.639, -2.768], [-1.487, -1.480, 6.343], [7.882, 3.116, 1.597], [-0.815, -3.834, -3.856], [-1.785, -3.972, -5.556], [0.983, -1.906, -1.380], [6.289, 1.754, 1.216], [0.790, 0.344, 1.702], [5.022, -1.468, -3.245], [-3.352, -0.385, -9.015], [-5.400, 5.485, -3.215], [-1.454, -4.830, -7.556], [-0.025, -1.065, -4.926], [-4.167, 8.360, -2.532], [6.064, -1.977, -0.871], [-2.568, -7.287, 3.659], [0.575, -3.332, 2.090], [-1.593, -2.036, 5.149], [7.052, -2.437, 3.317], [-1.893, 0.425, -4.841], [6.393, -2.549, 2.464], [-0.506, -5.637, -6.240], [0.616, -3.615, -7.224], [4.902, 1.530, 0.822], [4.817, -0.087, -2.948], [-1.835, 0.650, -9.332], [-6.423, 4.274, -3.812], [6.825, 0.900, 1.611], [-3.149, 8.725, -2.401], [-6.259, 3.423, -1.325], [6.171, 4.254, 1.082], [3.522, -2.610, -6.165], [-2.052, -2.944, -5.790], [-2.966, 9.010, -1.369], [-0.500, -1.334, 6.768], [2.020, -1.333, 1.663], [-5.238, 0.764, -0.712], [-2.590, 0.679, -7.326], [-1.166, -5.156, 3.768], [-1.308, 5.366, -1.641], [0.218, 5.118, 8.424], [0.133, -3.475, -1.052], [-1.811, -0.931, -8.712], [-6.996, 0.697, -0.105], [3.910, -1.812, -5.534], [-0.607, 8.084, -2.470], [-4.664, 3.222, 0.667], [-3.444, -9.496, 4.253], [0.361, 1.518, 0.005], [-1.089, -3.341, 1.393], [0.899, -6.802, 4.107], [3.235, -4.092, 1.764], [-1.666, 3.643, 7.057], [-0.899, -1.052, -0.080], [-7.178, 3.325, 1.012], [-4.344, 4.167, -1.622], [6.942, 0.073, -3.247], [-2.306, -9.583, 5.658], [-0.477, 2.132, 1.299], [1.313, -0.881, 0.968], [-2.183, 1.824, -4.913], [0.623, -7.413, 3.252], [-2.085, -0.232, -6.320], [-0.744, 3.458, -2.467], [-2.123, 7.005, -4.162], [1.903, -0.498, 0.133], [6.855, 2.965, 1.284], [-1.312, -7.185, 5.345], [-0.383, 5.829, -1.300], [0.803, -2.710, -0.667], [-1.204, 2.436, 5.052], [4.121, -0.008, -2.111], [5.076, -3.465, 3.724], [1.638, 1.021, 1.814], [1.442, -7.325, 4.892], [-0.944, -4.712, -6.603], [-2.855, 0.677, -1.423], [-1.219, 4.380, -2.815], [-3.880, -0.897, 6.486], [1.838, 3.890, 5.477], [-2.696, -0.497, -4.070], [0.797, 3.115, 4.764], [-2.390, -0.007, -8.665], [-5.038, -1.625, 4.998], [5.249, -3.224, 2.684], [-2.365, 0.246, 1.450], [-3.079, 9.552, -3.107], [-1.929, -0.316, 2.278], [-2.725, 1.151, 1.936], [-1.327, 0.970, -1.885], [-1.704, 4.718, -0.857], [6.322, 0.875, -1.720], [3.982, 4.758, 1.168], [-4.702, -0.588, 7.118], [4.308, 0.460, 0.716], [-1.969, -7.937, 4.295], [-3.619, 0.832, -7.010], [-6.020, 2.914, 0.240], [3.704, -2.245, -3.758], [-0.575, -2.085, 2.491], [6.899, -2.085, 1.160], [4.683, -2.932, 0.329], [-5.992, 1.107, -0.008], [-2.307, -0.341, 8.249], [-5.102, 3.605, -2.171], [-1.941, 1.085, -0.988], [0.057, -5.180, 5.941], [-2.721, -4.501, -5.382], [1.012, 2.479, 3.750], [-5.406, 4.417, -3.448], [2.779, 3.871, 4.940], [4.673, 3.954, 0.948], [-1.881, 7.550, -2.868], [2.511, 4.996, 7.103], [4.042, -3.080, -0.530], [0.206, -1.858, 0.520], [-2.312, 6.340, -1.894], [-3.582, -8.474, 5.680], [1.646, 4.578, 6.605], [-2.535, -0.825, 7.156], [3.953, -3.649, -3.553], [3.068, 2.714, 0.616], [-0.480, 3.124, 5.471], [-4.002, -1.503, 5.288], [-0.500, -5.875, 4.811], [4.228, 0.381, -3.742], [-0.234, -2.730, 1.681], [4.145, 2.735, 0.722], [4.947, -1.498, -5.603], [6.635, 5.348, 1.275], [3.275, -0.965, -5.794], [1.745, -3.142, -0.336], [-1.348, 0.371, 0.273], [-0.183, 1.166, 0.891], [-4.692, 2.602, -2.306], [-2.873, -8.933, 4.991], [5.826, -2.266, 0.146], [-5.745, 0.687, 0.970], [-1.949, 1.552, -7.436], [2.480, -1.632, -3.264], [-0.654, 4.744, -3.673], [-2.096, 2.157, -0.875], [-0.674, 3.750, 6.637], [1.638, -6.078, 3.758], [7.898, -1.450, 0.917], [-3.043, -2.233, 3.274]]}

---

- Number 1 is which compound?
  C50H74F18O30